Entry 1:
Molecular formula: C24H37Br10NO3
Method: DFT, ωB97M-V/def2-TZVPD

```
75
Properties=species:S:1:pos:R:3:lowdin_charge:R:1
C -6.480 6.943 -0.025 -0.673
Br 5.753 -3.513 1.714 0.674
H -1.582 -1.349 -3.607 0.135
H 4.006 0.110 0.340 -0.049
Br -2.482 2.999 -2.389 0.624
N -0.134 -3.295 -4.729 0.065
H -3.963 2.752 -0.391 0.050
C 1.654 0.628 0.062 -0.107
H -4.488 -3.609 -2.898 0.134
C -0.089 -1.608 0.472 -0.152
C 2.534 2.204 5.641 -0.690
H -1.413 -5.848 -4.318 0.088
H -4.236 -4.030 -1.103 0.134
H -0.568 -2.958 -1.271 0.133
H 5.639 -7.060 0.245 0.058
C 2.744 -1.961 0.825 -0.050
H 2.909 2.098 6.662 0.052
C 5.927 -6.007 0.310 -0.696
C -3.386 3.600 -0.768 -0.707
H -0.830 0.680 -0.152 -0.016
O -5.198 -0.055 -0.041 -0.009
Br -7.855 5.544 -2.117 0.609
Br 7.325 1.358 -0.608 0.607
H 1.770 1.766 -0.207 0.042
Br 4.068 2.062 0.984 0.787
H 1.441 2.147 5.652 0.059
H -6.556 4.758 -0.132 0.048
H -1.645 4.803 -0.208 0.055
H -2.319 -5.303 -2.662 0.075
H 0.981 -3.707 1.113 0.096
H -3.146 -2.206 -4.221 0.139
H 0.361 -4.220 -4.825 0.034
C -3.273 -0.822 -1.738 -0.041
C 0.118 0.004 0.092 -0.028
H -2.920 4.689 1.033 0.048
C 5.022 -5.265 1.266 -0.670
H 6.173 1.319 2.109 0.064
C -7.191 5.635 -0.285 -0.692
C 2.943 -0.378 0.411 -0.164
C 6.819 2.786 0.619 -0.688
C -1.644 -2.946 -0.771 -0.129
O -5.246 -2.197 -1.463 -0.092
C -4.180 -3.141 -1.870 -0.122
H 7.758 3.125 1.064 0.059
O -1.512 -2.083 0.432 -0.166
C 2.994 3.473 4.961 -0.684
H 4.950 -5.795 2.219 0.061
H -2.462 -0.043 -1.415 0.093
C -4.702 -0.909 -0.941 -0.194
H 6.986 -5.941 0.576 0.053
C -2.693 -2.378 -1.896 -0.279
C -2.221 -2.351 -3.494 -0.110
C -2.399 4.148 0.237 -0.690
Br 4.889 3.799 5.286 0.613
C 5.875 2.282 1.686 -0.633
H 5.779 3.014 2.493 0.013
H 6.397 3.593 0.013 0.053
H -0.436 -5.363 -2.719 0.098
H 4.016 -5.099 0.870 0.049
H -8.081 5.547 0.344 0.060
Br -4.697 6.946 -0.815 0.668
H -1.922 -4.052 -0.477 0.136
H -6.317 7.086 1.047 0.060
H 2.480 4.342 5.379 0.058
H 3.670 -2.643 1.063 -0.052
C 1.196 -2.562 0.854 -0.005
H 2.854 3.460 3.877 0.040
C -1.398 -5.137 -3.388 -0.083
Br 5.752 -5.320 -1.507 0.604
Br 3.112 0.624 4.654 0.602
C -1.227 -3.586 -3.909 -0.308
Br -1.442 2.710 1.143 0.699
H -7.009 7.811 -0.427 0.054
H -4.073 4.384 -1.100 -0.032
H -3.482 -0.492 -2.862 0.129
```

Calculated values
**HOMO**: -8.011 eV
**Kohn-Sham gap**: 8.32 eV
**E_tot**: -26956.7806 a.u.
**Total charge**: 0

Entry 2:
Molecular formula: C11H24F8FeN2O11S4
Method: DFT, ωB97M-V/def2-TZVPD

```
61
Properties=species:S:1:pos:R:3:nbo_charge:R:1
F -3.487 0.677 2.519 -0.301
S 2.490 2.340 -1.937 2.463
H 1.588 -3.448 -1.863 0.218
S -2.870 -0.652 0.280 2.223
O -0.769 1.549 -1.997 -0.957
C -2.918 -0.455 2.128 0.727
H 2.379 -3.494 1.888 0.211
C 0.882 -1.766 3.169 -0.623
S 3.556 0.159 -1.733 2.455
O 4.521 0.270 -0.698 -0.900
O -4.180 -0.284 -0.155 -0.895
H -1.241 2.617 1.585 0.201
O -2.503 -2.026 0.097 -0.932
H -0.702 2.949 4.002 0.231
C 0.806 -3.482 -2.616 -0.628
H -0.480 4.955 1.944 0.221
C -1.351 -2.319 -3.365 -0.640
H 1.495 -3.611 0.375 0.222
F -3.551 -1.517 2.601 -0.295
H 2.220 -1.334 0.927 0.503
O 3.634 3.014 -1.447 -0.878
S -2.074 1.121 -1.567 2.204
O 0.691 1.921 1.146 -0.791
F -1.676 -0.454 2.653 -0.332
H 1.212 4.425 1.541 0.210
H 1.049 3.021 3.594 0.207
C -2.973 2.679 -1.005 0.762
F 1.250 3.181 -1.397 -0.500
C 1.379 -3.467 1.451 -0.644
H 0.300 -4.423 -2.815 0.224
C 0.072 2.605 3.321 -0.635
H -0.701 -2.874 -1.363 0.198
O 2.209 2.341 -3.332 -0.897
H 0.334 -2.392 3.877 0.226
H -2.192 -1.730 -3.010 0.243
N -1.640 0.329 -0.151 -1.282
C 0.146 4.236 1.408 -0.633
H 0.840 -4.339 1.823 0.235
H -0.409 -2.234 1.482 0.219
C -0.206 2.828 1.843 0.092
N 2.100 0.904 -1.273 -1.265
H 0.641 -0.727 3.386 0.216
O 3.966 0.217 -3.075 -0.856
F -2.016 3.552 -0.681 -0.311
O 0.295 -1.175 -1.982 -0.782
C 0.646 -2.165 1.723 0.074
H 0.769 -0.968 -2.798 0.496
H -0.913 -1.870 -4.259 0.208
H 1.600 2.105 1.407 0.501
H 1.299 -3.128 -3.532 0.200
H 0.257 1.543 3.501 0.217
H -1.749 -3.308 -3.599 0.219
O -2.846 0.473 -2.557 -0.865
F 3.010 -1.332 -1.598 -0.512
F -3.731 2.456 0.057 -0.296
H 1.930 -1.902 3.450 0.204
H -0.095 4.475 0.373 0.238
C -0.302 -2.467 -2.294 0.096
Fe 0.423 0.345 -0.359 1.564
F -3.685 3.192 -1.988 -0.286
O 1.276 -1.138 0.896 -0.789
```

Calculated values
**HOMO (spin up / spin down)**: -10.489 / -9.943 eV
**Kohn-Sham gap (spin up / spin down)**: 10.65 / 9.98 eV
**E_tot**: -5026.0576 a.u.
**Spin multiplicity**: 5
**Total charge**: 0
**<S²>**: 6.009

Entry 3:
Molecular formula: C5H11N
Method: DFT, ωB97M-V/def2-TZVPD

```
17
Properties=species:S:1:pos:R:3:nbo_charge:R:1
C 2.479 0.574 2.501 -0.408
H 3.267 0.179 2.001 0.172
H 4.307 -0.637 4.727 0.217
C -3.133 1.132 -2.631 -0.513
N -2.665 -0.867 -3.850 -0.906
H -2.686 0.984 -4.870 0.190
H 4.099 -1.343 3.044 0.211
C -2.853 0.536 -3.833 -0.001
H 3.070 -2.014 4.325 0.212
C 2.462 0.039 3.778 -0.140
H -3.784 2.088 -2.528 0.208
H 2.200 1.517 2.246 0.191
H -3.587 -1.280 -3.246 0.410
H -1.896 -1.433 -4.351 0.416
H 1.781 0.275 4.555 0.196
H -3.130 0.483 -1.728 0.196
C 3.548 -1.073 3.981 -0.651
```

Calculated values
**HOMO**: -8.329 eV
**Kohn-Sham gap**: 9.48 eV
**E_tot**: -251.7161 a.u.
**Total charge**: 0

Entry 4:
Molecular formula: C21H26Br3N5
Method: DFT, ωB97M-V/def2-TZVPD

```
55
Properties=species:S:1:pos:R:3:nbo_charge:R:1
H -14.397 24.542 -22.589 0.207
C -17.223 16.757 -12.960 -0.065
C -18.344 24.310 -20.896 -0.317
C -11.837 20.430 -19.131 -0.283
H -18.703 25.302 -21.130 0.212
H -17.514 21.732 -19.123 0.241
C -18.240 23.291 -21.841 -0.096
H -17.586 21.247 -21.526 0.448
H -13.995 19.301 -17.455 0.164
H -12.689 25.034 -18.675 0.220
H -14.256 20.272 -20.587 0.443
H -16.823 16.409 -13.901 0.222
N -17.863 22.156 -21.183 -0.532
H -12.258 25.409 -21.248 0.207
H -18.005 24.362 -18.737 0.230
H -16.116 19.351 -19.464 0.239
H -18.347 23.341 -22.915 0.205
H -13.106 21.885 -20.250 0.242
H -15.071 23.472 -18.611 0.241
C -18.407 17.323 -12.635 -0.308
H -16.933 19.384 -23.677 0.214
Br -15.688 21.130 -16.913 -0.264
C -12.441 21.035 -20.208 -0.142
H -15.524 16.293 -11.823 0.416
C -16.192 19.397 -20.540 -0.061
H -15.891 23.352 -20.759 0.440
C -17.122 17.359 -10.856 -0.077
H -14.395 20.369 -22.964 0.199
H -12.055 21.004 -22.257 0.417
C -13.308 24.675 -19.484 -0.322
N -11.877 20.566 -21.365 -0.516
N -14.986 23.781 -20.632 -0.513
H -10.438 19.052 -21.783 0.202
C -17.786 22.495 -19.838 -0.096
C -13.094 24.884 -20.810 -0.308
C -10.872 19.571 -19.604 -0.301
N -15.101 19.978 -21.055 -0.496
H -11.996 20.779 -18.121 0.251
C -14.389 19.631 -16.494 -0.520
C -14.483 23.951 -19.379 -0.063
N -16.411 16.775 -11.859 -0.507
C -15.254 20.048 -22.394 -0.098
C -18.305 17.886 -11.339 -0.312
H -19.334 17.409 -13.181 0.215
Br -12.878 20.263 -15.409 -0.136
H -10.195 19.069 -18.930 0.228
H -19.102 18.351 -10.779 0.214
H -16.581 17.522 -9.935 0.192
Br -15.170 17.992 -15.659 -0.200
C -16.467 19.531 -22.713 -0.330
C -14.129 24.385 -21.555 -0.122
H -18.000 18.434 -21.523 0.231
C -18.085 23.795 -19.653 -0.314
C -17.072 18.985 -21.575 -0.354
C -10.962 19.594 -21.010 -0.085
```

Calculated values
**HOMO (spin up / spin down)**: -1.478 / -5.778 eV
**Kohn-Sham gap (spin up / spin down)**: 4.13 / 8.43 eV
**E_tot**: -8811.5693 a.u.
**Spin multiplicity**: 2
**Total charge**: -1
**<S²>**: 0.755

Entry 5:
Molecular formula: C2HNO2
Method: DFT, ωB97M-V/def2-TZVPD

```
6
Properties=species:S:1:pos:R:3:nbo_charge:R:1
N 0.755 -1.967 0.073 -0.190
H 1.430 1.337 -0.349 0.493
C -0.212 0.397 0.138 0.664
C 0.445 -0.850 0.147 0.122
O -1.444 0.437 0.245 -0.457
O 0.430 1.457 -0.479 -0.632
```

Calculated values
**HOMO**: -11.908 eV
**Kohn-Sham gap**: 11.12 eV
**E_tot**: -282.0132 a.u.
**Total charge**: 0

Entry 6:
Molecular formula: C4H9NO
Method: DFT, ωB97M-V/def2-TZVPD

```
15
Properties=species:S:1:pos:R:3:nbo_charge:R:1
C 2.389 0.143 0.283 -0.713
H 3.183 -0.603 0.318 0.239
N 0.196 -0.203 -0.613 -0.616
C -1.235 -0.468 -0.718 -0.221
C 1.031 -0.563 0.401 0.679
H 0.623 0.519 -1.164 0.386
H -1.879 1.538 -0.189 0.201
H -3.161 0.321 -0.063 0.213
O 0.755 -1.333 1.304 -0.623
H -1.880 0.385 1.164 0.221
H 2.495 0.814 1.139 0.237
C -2.091 0.502 0.097 -0.618
H 2.548 0.749 -0.622 0.202
H -1.511 -0.411 -1.779 0.196
H -1.426 -1.498 -0.399 0.219
```

Calculated values
**HOMO**: -9.639 eV
**Kohn-Sham gap**: 10.53 eV
**E_tot**: -287.8209 a.u.
**Total charge**: 0

Entry 7:
Molecular formula: C9H16FNO2Yb
Method: DFT, ωB97M-V/def2-TZVPD

```
30
Properties=species:S:1:pos:R:3:nbo_charge:R:1
O -1.252 3.583 1.207 -0.550
H 3.729 -0.088 -0.266 -0.043
H 0.338 0.082 1.570 0.170
C -0.701 0.128 1.220 -0.416
H -1.024 2.499 -1.037 0.404
H 1.109 -1.450 -0.356 0.255
H -1.485 -0.055 -2.202 0.214
N -1.289 1.859 -0.300 -0.633
C 0.717 0.648 -0.857 -0.422
H -1.082 1.498 2.933 0.246
C 1.661 -0.565 -0.680 -0.463
H -2.511 1.014 2.018 0.256
C 2.788 -0.316 0.328 0.101
H -2.082 -2.272 -2.020 0.207
H 2.127 -0.815 -1.637 0.240
H 0.637 0.874 -1.923 0.236
C -1.447 1.256 1.940 -0.512
H -0.445 -2.277 -1.420 0.136
C -1.461 -1.924 -1.192 -0.066
F 2.682 0.747 1.170 -0.314
C -1.590 -0.404 -1.166 -0.448
H 1.177 1.520 -0.385 0.227
O -1.971 -2.543 -0.021 -0.711
H 2.973 -1.217 0.958 0.158
H -2.625 -0.190 -0.884 0.250
H -1.279 -2.946 0.508 0.466
C -0.715 0.513 -0.290 0.142
C -1.317 2.406 0.977 0.680
H -1.150 -0.848 1.391 0.245
Yb 5.488 -0.716 0.414 1.945
```

Calculated values
**HOMO**: -13.809 eV
**Kohn-Sham gap**: 2.67 eV
**E_tot**: -1815.5869 a.u.
**Total charge**: +2

Entry 8:
Molecular formula: C2H8N4O
Method: DFT, ωB97M-V/def2-TZVPD

```
15
Properties=species:S:1:pos:R:3:nbo_charge:R:1
N -0.619 1.814 -0.949 -0.294
H -0.699 -1.903 2.140 0.198
H -0.419 -0.168 -2.236 0.372
N -0.077 -0.866 -1.580 -0.652
N 0.019 2.782 -0.580 -0.320
H 0.585 -1.482 -2.051 0.347
N 0.515 -0.187 -0.504 -0.457
C 0.361 -0.718 0.764 0.479
H -1.318 -1.898 0.404 0.230
H -1.392 1.465 -0.345 0.300
H 1.136 -0.531 2.502 0.490
H -0.212 3.204 0.343 0.279
O 1.311 -0.213 1.609 -0.690
C -0.610 -1.552 1.129 -0.657
H 1.420 0.255 -0.647 0.374
```

Calculated values
**HOMO**: -7.915 eV
**Kohn-Sham gap**: 8.72 eV
**E_tot**: -375.1400 a.u.
**Total charge**: 0

Please write out number 5 again, unchanged.
Molecular formula: C2HNO2
Method: DFT, ωB97M-V/def2-TZVPD

```
6
Properties=species:S:1:pos:R:3:nbo_charge:R:1
N 0.755 -1.967 0.073 -0.190
H 1.430 1.337 -0.349 0.493
C -0.212 0.397 0.138 0.664
C 0.445 -0.850 0.147 0.122
O -1.444 0.437 0.245 -0.457
O 0.430 1.457 -0.479 -0.632
```

Calculated values
**HOMO**: -11.908 eV
**Kohn-Sham gap**: 11.12 eV
**E_tot**: -282.0132 a.u.
**Total charge**: 0